Entry 1:
DFT (ωB97M-V/def2-TZVPD) results for a cluster of 3 separate species, C30H61BClN4O13PS2 in total at a distorted geometry.

Properties
Molar mass in g mol⁻¹: 827.2
Total charge: 0
HOMO energy in eV: -8.43

Geometry as XYZ:
```
113
Properties=species:S:1:pos:R:3:lowdin_charge:R:1
H -5.60518 -2.30717 -0.60966 0.1342
C -3.31763 -4.14489 2.03372 -0.1735
H -3.48205 -5.16563 2.56651 0.0813
O 1.14502 8.10706 0.94727 -0.2808
C -2.59164 0.04935 -3.33249 -0.1391
H 3.03707 10.66119 3.65915 0.0793
H 0.14598 5.43744 1.03348 0.0541
C 3.77367 2.11247 -0.89352 -0.1598
H -2.31663 2.35884 -3.49457 0.1087
C -3.13090 1.54500 -3.50274 -0.6121
H -3.29610 0.82888 -5.68413 0.0842
Cl -4.45086 2.06622 -2.34789 0.6362
C 0.03936 1.24010 -2.70130 -0.5046
O 5.93692 -4.85535 1.91031 -0.2642
H 5.43769 -3.80854 0.18149 0.1143
C 0.60263 -2.11317 2.34406 -0.2564
C 4.75662 -6.72541 3.18313 -0.1221
S 4.43623 -5.15152 2.43865 0.5966
H -8.93268 -0.50064 -1.79573 0.0807
H 6.71303 -2.39942 2.59910 0.0865
H -8.06228 -2.21392 -1.86553 0.0730
H 0.39514 -3.38137 -0.30397 0.1128
H -3.31127 -3.34842 -0.92824 0.1190
C 1.27804 -0.68186 -0.66861 -0.1232
H 2.53142 9.90711 2.14595 0.0691
H 2.54704 3.74160 0.67306 0.1098
C 6.04189 -2.42331 1.73685 -0.0726
C 6.13972 -3.75742 1.01933 -0.2651
O -5.51793 -0.95330 -2.24236 -0.2312
C 2.40866 8.60305 3.87215 -0.2725
H -6.62223 -0.42836 -0.42437 0.1257
N -3.43270 1.02722 0.53280 0.1111
H 1.43077 -4.60401 -2.78720 0.1213
C 1.35488 -3.45071 -2.75372 -0.2545
H -3.44631 -0.65404 -3.68434 0.1387
C 3.24278 0.59877 -1.20185 -0.1427
H 2.25616 8.71484 4.94936 0.1214
H -6.82473 0.73380 -1.83186 0.0952
C 3.49631 3.33000 1.16018 -0.2465
H 3.41677 3.83400 3.42814 0.0740
H 2.08458 -2.96563 -2.02048 0.1004
H 4.70681 2.38042 -1.52335 0.1350
N -2.03056 -0.30621 -1.99471 0.0587
C -0.81724 0.23318 -1.74798 0.0953
H -4.88316 1.25051 -4.86120 0.0755
C -0.21132 -3.06955 -2.43442 -0.1810
H 2.92768 2.82197 -1.22030 0.1297
O 0.70400 0.69422 -3.65856 -0.0458
C -3.78879 1.61505 -5.00291 -0.1256
H 4.30403 4.15276 1.24410 0.1203
H -4.39538 1.35867 0.35485 0.0520
H 0.82399 -3.34336 -4.75498 0.0662
H -1.34802 -4.13664 3.07220 0.0935
H -1.28364 -3.97983 -0.71764 0.1084
H -5.46788 -3.03971 -2.28309 0.1414
N 1.61785 -2.99833 -4.17329 -0.0431
C -0.28432 -0.35249 -0.31382 -0.2450
C -0.41132 1.89027 0.53217 -0.2006
H 0.51600 5.15768 2.76028 0.0645
H -4.08319 -0.89340 2.17611 0.0995
O 4.05629 2.15535 0.52699 -0.1930
P -1.17922 -2.12433 1.63799 1.0057
C -1.73299 -3.90163 1.99935 -0.4180
O -4.26665 -1.21706 1.26647 0.0191
H -3.12588 -2.67546 -2.62484 0.1343
O -0.27737 0.52222 0.84081 -0.0309
H 3.39977 8.16102 3.73169 0.1152
C -5.05258 -2.17199 -1.62391 -0.2059
H 5.03039 -2.24869 2.11017 0.0663
H 1.31197 10.38123 3.32113 0.0849
C -6.67156 -0.38924 -1.57888 -0.2807
H 1.52979 -1.95709 -4.20193 0.0560
C -1.17756 -1.72387 -0.24967 -0.3444
H 1.17970 -3.03248 1.93747 0.0499
S 1.54244 7.10638 1.90434 0.6064
H 1.93483 2.88897 2.83390 0.0603
H -1.21149 -4.70350 1.33661 0.0841
C -0.57322 -3.07375 -0.86942 -0.1850
O 2.80470 6.41979 1.80517 -0.2870
H -3.78828 2.67411 -5.43026 0.0884
O 0.08016 2.60178 -2.53690 -0.0939
H 6.29528 -1.60097 1.06420 0.0812
C -8.02314 -1.11010 -2.15696 -0.0839
H 3.84072 -7.04786 3.67934 0.0768
H -0.45907 -2.12106 -3.01722 0.0923
H -3.20664 1.15748 1.54176 0.0843
C -2.59368 -1.21420 -0.90188 -0.1727
H 5.55550 -6.61390 3.91581 0.0759
H -3.80066 -4.25376 1.00208 0.0602
H 1.42888 -0.89673 -1.80148 0.1198
O 2.17891 0.36189 -0.24682 -0.1524
C 0.24702 5.90484 2.01410 -0.1276
H 0.47142 -2.16695 3.49490 0.0667
H -0.68127 6.40917 2.28138 0.0758
H -0.81088 -3.91929 -2.95829 0.1169
H 7.14520 -3.86561 0.60328 0.1240
O 1.39461 7.71887 3.39736 -0.2666
H -3.86541 -3.37507 2.70374 0.0756
H -1.77988 -0.09843 -4.15315 0.1525
H 2.92124 0.57536 -2.30078 0.1283
H 5.03391 -7.43742 2.40649 0.0749
C -3.47431 -2.38351 -1.55495 -0.0759
C 3.08490 2.99000 2.70649 -0.0872
O 3.57038 -5.34351 1.30302 -0.2937
H 4.14989 -0.08616 -0.97127 0.1349
C 2.31845 9.96850 3.21534 -0.0793
O 4.11722 -4.21700 3.48764 -0.2868
H 1.21069 -1.19291 2.05127 0.0455
H -7.97020 -0.93713 -3.30327 0.0891
H 1.64497 -1.65673 -0.15182 0.1264
B -3.42544 -0.48194 0.32036 -0.4997
N -0.81496 3.02143 0.33192 0.2072
H 3.54019 1.98219 3.05716 0.0798
```


Entry 2:
DFT (ωB97M-V/def2-TZVPD) results for a structure of composition C30H61Br28IN3O3P2 at a distorted geometry.

Properties
Molar mass in g mol⁻¹: 2938.0
Total charge: +1
HOMO energy in eV: -10.49

Geometry as XYZ:
```
128
Properties=species:S:1:pos:R:3:lowdin_charge:R:1
C 6.98115 -0.09159 2.73843 -0.7114
Br 0.46638 2.39448 -4.76890 0.6073
P -9.55629 -4.42964 6.82555 0.5397
C -3.66058 0.54498 -3.66287 -0.6864
C 0.57657 10.06116 -8.73411 -0.6940
C -3.98016 -3.83947 3.37053 -0.6532
Br 3.94774 -3.94370 -1.82070 0.6055
C 0.01878 -9.82449 7.64209 -0.6973
O -6.37658 -4.63129 5.81589 -0.4160
H -0.84439 7.59008 2.56978 0.0455
Br 7.36901 9.85130 -6.35795 0.5952
H -0.59456 3.87590 1.86914 0.0477
H 5.90623 -0.26289 2.84325 0.0388
Br 0.11440 -11.76999 7.54461 0.6117
O -5.20105 -7.10035 6.25294 -0.3700
H 1.00634 11.02281 -8.43926 0.0595
H 6.22758 -3.28834 -1.12794 0.0618
Br 1.76463 9.37994 -10.12265 0.5979
H 0.61986 -2.34803 -1.92404 0.0627
Br 4.35502 5.32900 -6.24509 0.6098
Br -6.43362 -3.94837 9.11682 0.7053
C -10.22699 -7.27575 7.49748 -0.0084
Br 3.41440 0.16981 -4.78591 0.6715
Br -2.83362 -9.54531 7.56162 0.5862
Br -1.78596 4.42836 -0.22447 0.6166
C 5.16464 -3.49448 0.73624 -0.6821
C 0.78092 5.16152 0.82150 -0.6898
H 3.22123 6.73109 -7.93498 0.0409
H 0.53279 -2.15956 -0.15370 0.0448
H 0.97133 -9.51498 8.08170 0.0605
Br -3.48560 -6.17305 9.09981 0.6935
C -3.58122 -4.22755 9.19729 -0.6547
C 7.40772 0.19813 1.31787 -0.6939
H 6.03671 -3.15910 1.30494 0.0470
Br 7.44114 1.38421 3.92798 0.6098
H -2.29302 5.41139 2.41989 -0.0084
C 4.80840 -2.93580 -7.67256 -0.6983
C -3.92343 -2.89848 2.18934 -0.6786
Br 3.63239 -2.69656 1.64131 0.5908
H 4.54436 5.80635 -8.69088 0.0556
C -1.13621 -9.37644 8.50761 -0.6931
C -8.13979 -7.01475 6.33113 -0.2221
H 2.06973 1.99358 -2.89431 0.0078
H 4.27133 2.42482 -4.24881 0.0609
H -1.23027 -9.94622 9.43621 0.0576
Br 6.18552 1.44946 0.45531 0.5971
H -4.20675 1.49269 -3.64932 0.0631
N -9.57469 -8.62053 7.26319 0.0378
H 8.41041 0.62760 1.24472 0.0552
H -4.89733 -2.72835 1.72269 0.0592
Br -3.04844 8.14403 1.59862 0.6042
Br -4.99960 -0.81585 -3.26316 0.5963
H -1.60302 -1.43185 -1.48652 0.0347
H 5.86552 -2.74587 -7.46852 0.0530
H -6.35876 -4.59149 6.83642 -0.0846
H 7.52255 -0.95515 3.13563 0.0582
H -4.45331 -3.35362 4.22885 0.0522
O -10.28541 -3.83547 8.29710 -0.3827
Br 1.77373 5.18225 -0.85734 0.6361
C 3.99962 -1.67476 -7.87144 -0.7073
C 0.50916 -1.62727 -1.10864 -0.6638
C -4.73621 -3.77950 10.06281 -0.6415
H -10.94615 -4.48279 8.68335 0.0668
H 2.25046 3.62730 -3.58386 0.0272
H 5.06664 -4.57877 0.83572 0.0544
I -11.14514 -4.18584 4.90065 0.3981
H 0.31804 6.14621 0.93077 0.0395
C 3.67770 5.74127 -8.02720 -0.6668
Br -3.73084 5.85472 4.41531 0.6110
H -0.64811 -0.06179 -2.10922 0.0257
H -1.32614 5.60101 3.90528 0.0586
H 1.49989 8.73839 -7.25372 0.0430
H -2.93969 0.53464 -2.84068 0.0324
H 0.19569 3.07947 0.48426 0.0235
H -3.63944 -3.85770 8.17015 0.0598
H -11.24807 -7.00421 8.00790 0.1527
H -0.39733 10.23130 -9.20076 0.0539
Br -1.17643 0.19980 0.32001 0.6037
H -5.15592 -6.59419 7.13479 -0.0260
H 2.11637 5.07774 -9.35545 0.0585
C 3.31878 2.11531 -4.68843 -0.6841
N -9.31097 -6.23049 6.90006 -0.3017
H 0.04669 9.60602 -6.69460 0.0595
H -4.83027 -4.34928 10.99141 0.0631
H 7.83890 8.62279 -4.26580 0.0579
Br 4.94431 -0.40295 -9.00927 0.5866
H 6.57668 7.78195 -5.20228 0.0324
H 1.54038 5.03383 1.59839 0.0630
C -2.13520 6.03055 3.30733 -0.7242
C 0.51984 9.12018 -7.55293 -0.6958
Br 2.11683 -0.52545 -1.18622 0.5912
H -2.46114 1.18988 -5.33253 0.0343
C -0.73563 -0.79203 -1.30034 -0.7126
C 2.16379 2.56336 -3.82291 -0.6912
C 5.25530 -3.02928 -0.69876 -0.6972
H -1.04954 -8.31250 8.74665 0.0340
H -3.75606 0.05554 -5.79418 0.0559
H -1.95674 8.14423 3.84739 0.0546
H 5.08442 -1.95596 -0.81950 0.0332
H -2.62867 -3.91804 9.63690 0.0683
Br -0.60118 7.57116 -7.93826 0.5947
H -4.64954 -2.71556 10.30185 0.0700
H -7.73995 -9.28622 6.29932 0.1838
C 2.65503 4.72164 -8.47259 -0.6902
H 3.85756 -1.15318 -6.92044 -0.0637
P -6.57845 -6.35288 5.43028 0.8560
H 8.89755 6.57215 -5.06963 0.0581
H 1.93404 4.46093 -7.69323 0.0448
H 7.36072 -0.70973 0.70960 0.0429
H 3.02405 -1.85213 -8.33251 0.0583
C -1.84979 7.47942 2.98612 -0.6919
Br -5.10118 -5.38848 2.98519 0.6696
H -3.00011 -4.22125 3.66973 0.0608
Br 7.99536 6.35215 -7.35994 0.5886
H -0.03944 -9.45464 6.61495 0.0545
N -8.37178 -8.50334 6.57978 0.0344
C 8.63472 7.33898 -5.80399 -0.6918
H 9.54101 7.86813 -6.11033 0.0529
Br 3.51169 3.06294 -9.03688 0.6038
C -0.21281 4.02342 0.85479 -0.6928
C 7.56220 8.25260 -5.25728 -0.6986
Br 4.72728 -4.08208 -9.24833 0.5956
H -3.49366 -1.93683 2.48419 0.0585
H 4.38869 -3.53781 -6.86149 0.0560
C -3.03119 0.31137 -5.01682 -0.6795
Br -1.72957 -1.13942 -4.94912 0.6064
H 3.26056 2.48516 -5.71556 0.0078
Br -2.73537 -3.57971 0.80080 0.6268
```


Question: Which of these has the highest HOMO energy?
Answer: C30H61BClN4O13PS2


Question: Which of these has the highest HOMO energy?
Answer: C30H61BClN4O13PS2


Question: Which of these has the highest HOMO energy?
Answer: C30H61BClN4O13PS2


Question: What is the HOMO energy in the second record?
Answer: -10.49 eV